C10H23N6O3Pt | ωB97M-V/def2-TZVPD

The geometry in ORCA input format:
```
! wB97M-V def2-TZVPD RIJCOSX def2/J DEFGRID3
* xyz 1 3
Pt 0.07841 0.60034 0.18278
O 0.43000 -0.55901 -2.08689
O -1.86343 0.80607 -0.49604
O -2.19912 -1.29637 -1.25561
N -0.49536 -3.54604 1.74621
N 0.02689 -2.24870 3.71279
N 2.85675 -0.33093 0.71955
N 2.11548 0.89536 0.77088
N -2.21131 -2.24179 2.82761
N -0.44360 -1.13042 1.62222
C 0.29802 -3.48565 2.97485
C -1.89558 -1.10448 1.99334
C 0.36225 -1.11862 2.87728
C -1.40145 -2.19756 4.04370
C -0.16521 -2.41445 0.90727
C -1.92032 -3.47537 2.09388
C -1.33803 -0.50655 -3.82216
C -0.41285 1.57202 -2.72464
C -1.75706 -0.16393 -1.34914
C -0.77007 0.10625 -2.56167
H 2.87195 -0.64914 -0.24208
H 0.89601 -2.44488 0.64958
H -2.49029 -1.13475 1.08335
H -1.70558 -1.50992 -3.61229
H 2.11644 1.21823 1.73228
H 3.81516 -0.18076 1.01846
H -1.65218 -3.04524 4.68051
H 0.32756 1.68683 -3.51636
H -2.18291 -4.33501 2.70958
H 1.35912 -3.52790 2.72144
H 0.15383 -0.19427 3.42227
H -1.61319 -1.27505 4.58705
H 0.31343 -1.51378 -2.18856
H -1.29642 2.15853 -2.96331
H -2.10706 -0.17854 2.53157
H 0.01911 1.97702 -1.79945
H -2.51442 -3.49622 1.17950
H -0.57261 -0.55105 -4.59934
H 2.53052 1.62910 0.20043
H 1.41857 -1.16673 2.60986
H -2.17080 0.09096 -4.19065
H -0.77462 -2.44809 0.00646
H 0.05089 -4.33954 3.60468
*
```

Properties
- Strongest force on any atom: 0.0360 hartree/bohr
- Relative energy (zero: lowest compared OMol25 entry of this formula, charge and spin): 0.824 eV
- Calculated total energy: -29063.887 eV
- HOMO-LUMO gap (alpha / beta): 8.627 / 5.669 eV

natural (NBO) population analysis, charges in e, atoms 1 to 4: number 1, Pt, carries 1.1635; number 2, O, carries -0.7359; number 3, O, carries -0.7599; number 4, O, carries -0.6407